1.
The following is a DFT calculation (ωB97M-V/def2-TZVPD) of 2 unconnected molecules or ions with the total composition C17H25Cl2F3N3O6.

Properties
Total charge ... +1
Kohn-Sham gap ... 0.2738 hartree
HOMO ... -12.6538 eV
Max |F| ... 1.2 eV Å⁻¹

Last column: Löwdin charge in e.
Cartesian coordinates (Å):
C: 3.716 3.162 -0.755  -0.0775
C: 2.444 2.759 -1.509  -0.2032
C: 1.173 3.385 -0.885  -0.1110
C: 0.007 2.455 -0.809  -0.1526
N: -0.883 2.598 -1.758  0.2375
N: -1.963 1.792 -1.728  0.1311
C: -2.961 2.005 -2.832  -0.6036
F: -4.102 2.378 -2.304  0.2373
F: -3.094 0.862 -3.482  0.2172
F: -2.496 2.928 -3.627  0.2314
C: -2.215 0.873 -0.799  -0.1561
O: -3.373 0.270 -0.822  0.0521
C: -3.445 -1.188 -0.872  -0.0294
C: -4.567 -1.691 0.075  -0.3742
C: -4.108 -2.807 0.990  -0.0225
O: -5.073 -0.594 0.823  -0.0116
C: -1.246 0.694 0.219  -0.0578
O: -1.511 -0.275 1.174  0.0810
C: -2.058 0.177 2.273  -0.2980
N: -2.473 0.573 3.258  0.2346
C: -0.116 1.477 0.230  0.0238
C: 0.951 1.333 1.293  -0.0968
O: 2.131 0.754 0.799  -0.0763
C: 1.992 -0.497 0.168  -0.2975
O: 3.229 -1.064 -0.035  -0.0834
C: 4.089 -1.122 1.111  -0.1416
C: 3.535 -1.892 2.307  -0.2109
O: 3.331 -1.053 3.442  -0.0470
H: 3.576 4.100 -0.227  0.0769
H: 4.003 2.413 -0.023  0.0654
H: 4.551 3.278 -1.437  0.0776
H: 2.370 1.678 -1.564  0.0925
H: 2.536 3.148 -2.518  0.1115
H: 1.381 3.789 0.102  0.1182
H: 0.869 4.228 -1.497  0.1274
H: -2.480 -1.648 -0.671  0.1200
H: -3.711 -1.428 -1.897  0.1383
H: -5.400 -2.040 -0.529  0.1451
H: -4.979 -3.350 1.347  0.0955
H: -3.587 -2.411 1.860  0.0831
H: -3.467 -3.523 0.488  0.0871
H: -4.945 -0.760 1.761  0.0894
H: 0.560 0.768 2.139  0.1348
H: 1.233 2.309 1.670  0.1504
H: 1.329 -1.170 0.724  0.0643
H: 1.568 -0.386 -0.839  0.1373
H: 4.407 -0.130 1.416  0.1244
H: 4.975 -1.637 0.752  0.1277
H: 2.630 -2.434 2.037  0.0962
H: 4.269 -2.641 2.593  0.1213
H: 2.389 -0.963 3.593  0.0773
C: 1.144 -3.853 -1.083  -0.9960
Cl: 0.281 -3.451 0.420  0.5440
Cl: 0.152 -4.855 -2.140  0.5394
H: 1.383 -2.932 -1.600  0.0183
H: 2.049 -4.388 -0.824  0.0375

=====

2.
The following is a DFT calculation (ωB97M-V/def2-TZVPD) of 2 unconnected molecules or ions with the total composition C2H7N2O.

Properties
Total charge ... +1
Kohn-Sham gap ... 0.3328 hartree
Energy relative to the best compared isomer or geometry (same formula, charge and spin) ... 105.2 kJ/mol
HOMO ... -14.1646 eV
Max |F| ... 1.4 eV Å⁻¹

Last column: Löwdin charge in e.
Cartesian coordinates (Å):
C: 1.861 -0.232 1.607  0.1580
N: 0.972 -0.955 1.084  0.1857
H: 2.826 -0.072 1.142  0.1319
H: 1.759 0.175 2.606  0.1277
H: 0.012 -1.031 1.400  0.1578
H: 1.069 -1.327 0.149  0.1403
C: -0.842 0.615 -1.605  -0.3643
N: -2.051 0.501 -1.052  0.1522
O: 0.207 0.424 -0.989  -0.0460
H: -0.768 0.779 -2.685  0.1410
H: -2.896 0.587 -1.591  0.1162
H: -2.148 0.537 -0.066  0.0994

=====

3.
The following is a DFT calculation (ωB97M-V/def2-TZVPD) of 2 unconnected molecules or ions with the total composition C8H22BN4O5P.

Properties
Total charge ... -2
Kohn-Sham gap ... 0.0877 hartree
HOMO ... 1.8285 eV
Max |F| ... 2.0 eV Å⁻¹

Last column: Löwdin charge in e.
Cartesian coordinates (Å):
C: 0.680 3.022 1.997  -0.1326
O: -0.598 2.615 1.595  -0.1773
C: -0.689 1.253 1.061  -0.3728
N: 0.336 0.421 1.603  0.1494
C: 1.083 -0.438 0.983  -0.3618
C: 0.698 -1.790 0.522  -0.0402
C: 2.539 -0.192 0.709  -0.0286
B: -0.693 1.384 -0.554  -0.5172
N: -0.182 2.608 -1.208  0.1559
O: -1.206 0.385 -1.327  0.1693
C: -2.119 0.864 1.518  -0.4133
N: -2.347 1.178 2.939  0.0701
N: -2.418 -0.522 1.198  -0.1316
P: -4.035 -0.875 0.953  0.6137
O: -5.027 0.164 1.309  -0.4503
H: 1.453 2.825 1.256  0.0664
H: 0.624 4.109 2.112  0.0783
H: 0.964 2.621 2.968  0.0802
H: 0.913 -1.891 -0.558  0.0847
H: 1.405 -2.468 1.009  0.0921
H: -0.297 -2.096 0.826  0.0522
H: 2.774 0.870 0.688  0.0596
H: 3.173 -0.730 1.411  0.0821
H: 2.747 -0.622 -0.290  0.0743
H: -0.718 3.418 -0.928  0.0625
H: 0.787 2.759 -0.957  0.0636
H: -1.941 0.697 -1.856  0.1061
H: -2.789 1.513 0.941  0.1299
H: -3.182 0.670 3.215  0.0507
H: -2.641 2.145 2.975  0.0700
H: -2.104 -1.069 1.998  0.0884
H: -4.282 -2.042 1.707  0.0026
H: -4.111 -1.278 -0.388  0.0070
O: 2.812 -2.404 -1.837  -0.4204
C: 3.210 -2.286 -3.148  -0.5344
C: 2.095 -2.590 -4.216  -0.5896
O: 2.491 -2.486 -5.515  -0.4684
H: 4.058 -2.958 -3.440  0.0594
H: 3.593 -1.271 -3.435  0.0601
H: 1.244 -1.908 -3.922  0.0563
H: 1.701 -3.604 -3.918  0.0534

=====

4.
The following is a DFT calculation (ωB97M-V/def2-TZVPD) of 8 unconnected molecules or ions with the total composition C5H25N2O8.

Properties
Total charge ... +1
Kohn-Sham gap ... 0.4109 hartree
Energy relative to the best compared isomer or geometry (same formula, charge and spin) ... 151.9 kJ/mol
HOMO ... -13.7026 eV
Max |F| ... 6.5 eV Å⁻¹

Last column: Löwdin charge in e.
Cartesian coordinates (Å):
O: 2.161 -0.423 1.704  0.0350
C: 1.029 -0.865 1.848  -0.4769
N: 0.824 -1.909 2.684  0.2144
C: -0.099 -0.080 1.310  -0.1954
N: 0.414 1.035 0.430  0.0974
C: -0.050 2.354 1.037  -0.0847
C: -0.609 2.028 2.440  -0.1566
C: -1.045 0.541 2.402  -0.1024
H: 0.029 -2.431 2.645  0.0385
H: 1.694 -2.329 3.136  0.1777
H: -0.719 -0.883 0.726  0.1556
H: 1.508 0.971 0.537  0.1479
H: 0.104 0.942 -0.594  0.1671
H: 0.864 2.996 1.015  0.1408
H: -0.758 2.942 0.426  0.1305
H: -1.482 2.593 2.702  0.1027
H: 0.024 2.150 3.370  0.1366
H: -0.834 0.184 3.498  0.1596
H: -2.124 0.522 2.085  0.1300
H: 0.642 1.057 -3.454  -0.0541
H: 1.859 0.255 -3.742  0.1103
O: 0.870 0.193 -3.603  -0.0266
H: -1.231 -2.615 -1.257  0.0024
H: -1.295 -3.834 -1.924  0.0075
O: -1.363 -3.568 -1.047  -0.0443
H: 3.960 0.784 -0.770  0.0789
H: 2.807 -0.080 -0.007  0.0099
O: 3.003 0.628 -0.642  -0.0704
H: -0.171 -0.614 -2.209  -0.0044
H: -1.244 -1.415 -2.961  0.1083
O: -0.955 -1.101 -2.088  -0.0325
H: -3.026 1.394 -2.631  0.0947
H: -1.699 0.486 -2.235  -0.0131
O: -2.117 1.368 -2.225  -0.0805
H: -0.667 2.686 -2.751  0.0019
H: 0.447 3.567 -2.590  -0.0120
O: 0.221 2.729 -2.506  0.0376
H: -1.774 -3.274 0.924  -0.0034
H: -2.513 -2.195 1.769  0.1174
O: -1.622 -2.527 1.440  -0.0456

=====

5.
The following is a DFT calculation (ωB97M-V/def2-TZVPD) of C5H6O in the gas phase.

Properties
Total charge ... 0
Kohn-Sham gap ... 0.3946 hartree
Energy relative to the best compared isomer or geometry (same formula, charge and spin) ... 176.8 kJ/mol
HOMO ... -9.9112 eV
Max |F| ... 0.5 eV Å⁻¹
SMILES ... C#C[C@@H](C)C=O

Last column: Löwdin charge in e.
Cartesian coordinates (Å):
C: -0.552 -0.657 -1.164  -0.0590
C: 0.380 0.025 -0.158  -0.3505
C: 0.321 1.549 -0.275  -0.2223
O: -0.040 2.116 -1.275  0.0634
C: 0.174 -0.425 1.224  -0.1229
C: 0.035 -0.832 2.349  0.1263
H: -0.326 -1.724 -1.225  0.0833
H: -1.599 -0.543 -0.869  0.0909
H: -0.421 -0.196 -2.146  0.0782
H: 1.425 -0.219 -0.417  0.1554
H: 0.676 2.111 0.612  0.1293
H: -0.075 -1.205 3.343  0.0280

=====

6.
The following is a DFT calculation (ωB97M-V/def2-TZVPD) of a molecular structure, C24H29I2LuN6O2S.

Properties
Total charge ... +2
Kohn-Sham gap ... 0.2801 hartree
HOMO ... -13.0446 eV
Max |F| ... 2.4 eV Å⁻¹

Last column: Löwdin charge in e.
Cartesian coordinates (Å):
Lu: -0.415 0.380 -1.394  1.3786
I: 3.741 4.421 -5.683  0.9725
C: 2.863 3.293 -4.185  -0.7383
C: 2.943 1.907 -4.231  -0.1875
C: 2.379 1.190 -3.187  -0.5807
I: 1.896 -0.853 -3.320  1.0806
C: 1.800 1.814 -2.091  -0.4633
O: 1.343 1.089 -1.031  -0.4083
C: 1.540 3.178 -2.169  -0.1628
C: 0.381 3.651 -1.330  -0.1063
N: -0.791 2.845 -1.824  -0.1201
C: -2.092 3.160 -1.214  -0.1425
C: -3.123 2.175 -1.720  -0.2692
C: -4.450 2.521 -1.859  0.0101
C: -5.350 1.575 -2.326  -0.0038
C: -4.898 0.302 -2.641  -0.0188
C: -3.561 0.025 -2.469  -0.1131
N: -2.682 0.940 -2.022  -0.0374
C: 2.105 3.918 -3.196  -0.0853
H: 3.396 1.406 -5.076  0.1009
H: 0.206 4.719 -1.460  0.1348
H: 0.510 3.444 -0.270  0.1236
H: -0.862 3.050 -2.817  0.1421
H: -2.419 4.177 -1.427  0.1372
H: -1.989 3.075 -0.131  0.1212
H: -4.773 3.526 -1.616  0.1322
H: -6.394 1.832 -2.451  0.1302
H: -5.565 -0.462 -3.017  0.1261
H: -3.168 -0.959 -2.696  0.1076
H: 1.911 4.983 -3.261  0.1124
C: 0.388 -5.479 2.732  -0.0614
C: 0.194 -3.971 2.757  -0.2072
N: -0.385 -3.444 1.496  0.0378
C: 0.136 -2.712 0.521  -0.7259
S: -1.027 -2.087 -0.647  0.5452
N: 1.433 -2.437 0.400  0.0410
C: 2.613 -3.081 1.028  -0.1997
C: 3.797 -2.938 0.092  -0.0671
H: 0.783 -5.814 3.693  0.0906
H: 1.085 -5.787 1.951  0.0717
H: -0.557 -5.998 2.561  0.0838
H: 1.094 -3.427 2.984  0.0743
H: -0.518 -3.700 3.534  0.1239
H: -1.368 -3.624 1.368  0.1191
H: 1.663 -1.870 -0.402  0.0445
H: 2.386 -4.130 1.189  0.1100
H: 2.823 -2.611 1.988  0.1019
H: 3.624 -3.454 -0.854  0.0835
H: 4.685 -3.368 0.554  0.0919
H: 4.010 -1.886 -0.114  0.0812
N: 2.168 0.875 4.345  0.2131
C: 1.478 -0.140 3.788  -0.4937
O: 1.822 -1.309 3.825  0.0735
C: 0.207 0.222 3.069  -0.1137
C: -1.036 -0.014 3.639  0.0367
C: -2.178 0.194 2.880  -0.0116
C: -2.037 0.566 1.562  -0.1359
N: -0.839 0.790 1.001  -0.0499
C: 0.254 0.651 1.759  -0.0828
H: 3.000 0.661 4.872  0.1313
H: 1.796 1.807 4.388  0.1205
H: -1.111 -0.362 4.664  0.1424
H: -3.165 0.032 3.292  0.1252
H: -2.905 0.666 0.920  0.1127
H: 1.203 0.856 1.277  0.1205

=====

no.,DFT total energy (hartree)
1,-2498.088566
2,-264.891121
3,-1279.304729
4,-916.714097
5,-269.278897
6,-3639.773141